No. 1
Computed, not measured: C26H32F42N9O32S14 as an isolated structure in a non-equilibrium geometry, with ωB97M-V/def2-TZVPD.

Output
LUMO	5.3	eV
HOMO level	0.0076	Ha
total charge	-5

```
155
C26H32F42N9O32S14 | OMol25 | ωB97M-V/def2-TZVPD
C -5.6424 -2.8462 -4.4059
O -6.0788 -4.1953 -4.1073
C -6.7913 -4.2728 -2.9143
C -5.9265 -4.3221 -1.5851
N -4.8300 -5.3415 -1.8226
H -5.2960 -6.2353 -1.8856
H -4.4119 -5.1553 -2.7230
C -3.7392 -5.4820 -0.7051
C -2.9933 -4.1697 -0.2804
O -3.8301 -3.4911 0.6259
C -3.3173 -2.2912 1.0679
H -6.3234 -1.9951 -4.4065
H -5.2452 -2.8043 -5.4201
H -4.7563 -2.7272 -3.7823
H -7.3742 -5.1887 -3.0107
H -7.4027 -3.4011 -2.6807
H -6.5785 -4.6247 -0.7656
H -5.6220 -3.3153 -1.2992
H -3.0491 -6.1690 -1.1949
H -4.2176 -5.9622 0.1485
H -2.8067 -3.7120 -1.2519
H -2.0795 -4.4934 0.2179
H -3.8989 -1.9230 1.9131
H -3.1769 -1.4833 0.3498
H -2.3613 -2.3309 1.5900
C 0.9389 -3.0591 0.5768
O 0.4775 -2.4345 1.7827
C 1.5051 -1.7024 2.4296
C 1.9291 -0.5129 1.6186
N 1.5584 0.7079 2.3910
H 0.5989 0.5376 2.6565
H 1.9286 0.7570 3.3294
C 1.7673 2.0439 1.7195
C 0.7645 2.2629 0.4709
O -0.5674 1.8362 0.7520
C -1.4345 2.6496 -0.0222
H 0.0470 -3.3804 0.0389
H 1.4971 -3.9491 0.8674
H 1.5460 -2.3459 0.0193
H 2.3270 -2.3999 2.5911
H 1.1330 -1.4614 3.4253
H 1.3963 -0.2797 0.6967
H 3.0056 -0.5797 1.4612
H 2.8214 2.1966 1.4876
H 1.4967 2.7299 2.5222
H 1.0617 1.7091 -0.4196
H 0.8091 3.3310 0.2583
H -2.4300 2.7134 0.4172
H -1.6639 2.1429 -0.9596
H -1.3231 3.7339 -0.0261
C -4.5174 0.8527 -2.2120
F -3.2915 1.2817 -2.6364
F -4.5627 -0.4224 -2.3847
F -4.8031 1.1343 -0.8620
S -5.9697 1.5857 -3.2538
O -7.2101 1.4376 -2.4792
O -5.5263 2.9372 -3.4619
N -5.9003 0.6076 -4.6979
S -7.3156 0.6761 -5.2223
O -8.3082 -0.1298 -4.5353
O -7.7176 2.0616 -5.6608
C -7.0912 -0.2549 -6.9875
F -8.0022 -1.1657 -7.3228
F -7.1893 0.6732 -7.9879
F -5.8872 -0.9055 -7.0254
C 4.3895 -7.9841 -1.2018
F 5.3174 -8.6556 -0.4212
F 4.9940 -7.4019 -2.1776
F 3.4587 -8.8628 -1.7487
S 3.4371 -6.5613 -0.1714
O 3.4353 -6.9511 1.2113
O 4.0508 -5.2378 -0.3849
N 1.8893 -6.4608 -1.0049
S 1.0260 -7.3356 -0.1612
O 1.5161 -8.7094 0.0659
O 0.3393 -6.6431 0.9253
C -0.2600 -7.7112 -1.5751
F -1.1989 -8.4958 -1.0435
F -0.7942 -6.5315 -1.9454
F 0.3224 -8.4651 -2.5945
C 1.0844 6.9263 4.0587
F 1.9340 6.2420 4.8072
F 0.4025 7.7592 4.7122
F 1.8153 7.5771 3.2478
S -0.1038 5.7625 3.1132
O 0.7001 5.2589 1.9689
O -0.5242 4.6800 4.0256
N -1.2867 6.8445 2.4443
S -2.4430 6.6732 3.4095
O -3.3109 5.5016 3.1511
O -2.2107 6.8855 4.8344
C -3.4376 8.1817 2.9804
F -2.7356 9.2716 3.1041
F -3.9209 8.0742 1.6824
F -4.4639 8.2834 3.8084
C 1.1089 -1.0789 7.0687
F 1.0472 -0.6763 8.3330
F 2.3324 -1.4881 6.6855
F 0.2470 -2.0886 6.8617
S 0.4869 0.4188 5.9286
O -0.5094 -0.1955 5.0037
O 0.0507 1.4863 6.8419
N 1.9263 0.8263 4.9742
S 2.6660 1.7069 5.9347
O 2.1556 3.0699 5.9472
O 2.8327 1.1396 7.2500
C 4.4404 1.8266 5.0736
F 5.1699 0.7322 5.0905
F 4.2877 2.1935 3.7827
F 5.0456 2.9206 5.6259
C 11.7405 1.0424 2.3460
F 11.4354 1.8211 3.3764
F 12.1119 1.8155 1.3286
F 12.6515 0.0924 2.6191
S 10.1485 0.1064 1.9123
O 10.5380 -0.7138 0.7380
O 9.7883 -0.6652 3.1408
N 9.0018 1.3803 1.4398
S 7.7005 0.6713 1.6607
O 7.5632 -0.6751 1.1298
O 7.1892 0.9417 3.0217
C 6.6099 1.8443 0.4732
F 6.8956 3.1728 0.5996
F 6.7183 1.4126 -0.8093
F 5.2971 1.6744 0.7247
C 4.9930 -2.1148 -1.7275
F 4.4644 -2.7421 -0.6568
F 6.1871 -1.5304 -1.4432
F 5.0738 -2.9553 -2.7967
S 3.7378 -0.8102 -2.2212
O 3.7056 0.1815 -1.1184
O 4.2961 -0.3807 -3.5254
N 2.2925 -1.6836 -2.3475
S 1.3600 -0.7328 -2.9808
O 1.4694 0.6916 -2.7436
O 1.2289 -1.0670 -4.3897
C -0.3520 -1.2511 -2.0951
F -0.2976 -1.0065 -0.7897
F -1.3875 -0.5698 -2.7158
F -0.5288 -2.5686 -2.3760
C 0.7277 5.0232 -3.1558
F 1.5624 4.5656 -4.1039
F 0.1938 3.9853 -2.4812
F 1.3519 5.8388 -2.4044
S -0.7062 6.0669 -3.9874
O -0.0420 7.3258 -4.1923
O -1.1834 5.4760 -5.2479
N -1.9725 6.1571 -2.7199
S -3.1979 5.3329 -3.1173
O -3.9758 5.8734 -4.2546
O -2.8720 3.8709 -3.2227
C -4.3672 5.6124 -1.6048
F -3.8741 5.1736 -0.4777
F -4.5846 6.8981 -1.6032
F -5.5514 5.0269 -1.7495
```

***

No. 2
Computed, not measured: C26H32FN3O5SiTc as an isolated structure, with ωB97M-V/def2-TZVPD.

Output
LUMO (spin up / spin down)	-5.4 / -5.6	eV
energy above the lowest of the compared OMol25 structures with the same formula, charge and spin	0.609	eV
HOMO level (spin up / spin down)	-0.4682 / -0.4709	Ha
total charge	+2
multiplicity	4

```
69
C26H32FN3O5SiTc | OMol25 | ωB97M-V/def2-TZVPD
Tc -0.2785 0.2376 0.1545
C 4.4585 -1.6335 6.0656
C 3.9706 -0.2282 5.7477
N 2.8180 -0.2350 4.8117
C 3.0519 -0.1039 3.5082
C 2.0942 -0.1753 2.5277
C 2.5849 0.0404 1.1232
O 3.7570 0.0975 0.8862
O 1.6428 0.2167 0.2029
C 0.7590 -0.4461 2.8933
O -0.1924 -0.6534 2.0561
C 0.4829 -0.5416 4.3155
C -0.8312 -0.7306 4.7706
C -1.0826 -0.8252 6.1053
F -2.3516 -0.9457 6.5278
C -0.0566 -0.8003 7.0652
C 1.2336 -0.6097 6.6166
C 1.5191 -0.4475 5.2560
N -0.2909 -0.9791 8.4469
C 0.0967 0.1010 9.3447
C 0.4048 -0.4412 10.7265
N -0.8048 -1.1852 11.2369
C -1.2026 -2.2852 10.2801
C -1.4817 -1.6755 8.9162
H 5.2907 -1.5873 6.7684
H 4.8058 -2.1325 5.1598
H 3.6655 -2.2417 6.5074
H 4.7525 0.3580 5.2751
H 3.6801 0.3107 6.6445
H 4.0813 0.0605 3.2100
H -1.6445 -0.7797 4.0580
H 2.0335 -0.6345 7.3440
H -0.6998 0.8577 9.4190
H 0.9839 0.6074 8.9774
H 0.6435 0.3529 11.4292
H 1.2195 -1.1595 10.6927
H -1.5835 -0.5318 11.3310
H -0.6271 -1.5618 12.1664
H -2.0780 -2.7896 10.6819
H -0.3670 -2.9792 10.2368
H -2.3522 -1.0084 8.9840
H -1.7425 -2.4858 8.2403
C 1.6010 3.1420 -0.8492
Si -0.0888 2.6957 -0.2798
C -0.4161 3.2887 1.4558
C -1.4036 3.2179 -1.4682
C -1.0349 3.7542 -2.7063
C -2.0008 4.1827 -3.6107
C -3.3470 4.0796 -3.2886
C -3.7303 3.5538 -2.0580
C -2.7665 3.1259 -1.1574
H 1.6634 4.2326 -0.9357
H 1.8433 2.7010 -1.8184
H 2.3540 2.8058 -0.1329
H -0.3696 4.3841 1.4712
H 0.3414 2.9106 2.1524
H -1.4054 2.9876 1.8135
H 0.0144 3.8401 -2.9763
H -1.6999 4.6003 -4.5647
H -4.0996 4.4156 -3.9918
H -4.7819 3.4908 -1.8002
H -3.0834 2.7353 -0.1935
C -3.9584 -0.5830 -1.9827
O -2.5066 -0.3948 -2.0632
C -1.8906 -0.0214 -1.0144
O -2.3486 0.1515 0.1382
H -4.2126 -1.1849 -2.8451
H -4.4298 0.3936 -2.0372
H -4.2120 -1.0865 -1.0567
```

***

No. 3
Computed, not measured: one molecule with the formula C26H32FN7O in a non-equilibrium geometry, with ωB97M-V/def2-TZVPD.

Output
SMILES	O=C(C1CCN(c2ncnc3c2nc2n3CCCCC2)CC1)N1CCN(c2ccccc2F)CC1
LUMO	0.6	eV
energy above the lowest of the compared OMol25 structures with the same formula, charge and spin	0.129	eV
HOMO level	-0.2886	Ha

```
67
C26H32FN7O | OMol25 | ωB97M-V/def2-TZVPD
O -2.1164 -4.2181 -0.5108
C -1.6112 -3.1742 -0.1402
C -0.1025 -3.0020 -0.0589
C 0.3935 -2.2971 -1.3356
C 1.8965 -2.5727 -1.5245
N 2.5056 -2.8580 -0.2491
C 2.8838 -1.8532 0.5671
N 3.2672 -2.1620 1.8159
C 3.6987 -1.2143 2.6272
N 3.8078 0.0792 2.3936
C 3.4125 0.4008 1.1606
C 2.9410 -0.4964 0.1871
N 2.5997 0.2110 -0.9419
C 2.8534 1.4603 -0.6654
N 3.3479 1.6401 0.5978
C 3.7551 2.8693 1.2204
C 4.8873 3.5553 0.4557
C 4.4243 4.2637 -0.8174
C 3.9507 3.3269 -1.9285
C 2.6455 2.5902 -1.6042
C 2.0972 -4.1320 0.3065
C 0.5959 -4.3597 0.0563
N -2.3784 -2.1096 0.2062
C -1.9552 -0.7748 0.5586
C -2.4116 0.2219 -0.5230
N -3.8487 0.1661 -0.6861
C -4.6753 0.9978 0.0512
C -5.8469 0.5530 0.6771
C -6.6925 1.4166 1.3473
C -6.4051 2.7663 1.4343
C -5.2605 3.2445 0.8204
C -4.4336 2.3773 0.1407
F -3.3492 2.9238 -0.4758
C -4.2633 -1.1794 -1.0191
C -3.8176 -2.1941 0.0424
H 0.1618 -2.4159 0.8264
H -0.1609 -2.6724 -2.1974
H 0.2330 -1.2210 -1.2651
H 2.3817 -1.7071 -1.9740
H 2.0533 -3.4470 -2.1607
H 3.9936 -1.5453 3.6147
H 4.0831 2.6009 2.2277
H 2.8937 3.5438 1.2962
H 5.3415 4.2940 1.1189
H 5.6503 2.8133 0.2103
H 5.2593 4.8542 -1.2018
H 3.6195 4.9602 -0.5674
H 4.7298 2.5947 -2.1507
H 3.7897 3.9222 -2.8298
H 2.2179 2.1745 -2.5170
H 1.9256 3.2955 -1.1779
H 2.3227 -4.1020 1.3732
H 2.6875 -4.9302 -0.1556
H 0.4259 -4.9197 -0.8634
H 0.1622 -4.9355 0.8735
H -0.8768 -0.7133 0.6795
H -2.4283 -0.5029 1.5122
H -2.0844 1.2210 -0.2494
H -1.9496 -0.0451 -1.4794
H -6.1041 -0.4934 0.6488
H -7.5821 1.0224 1.8150
H -7.0602 3.4396 1.9631
H -5.0033 4.2920 0.8435
H -5.3415 -1.2142 -1.1686
H -3.7806 -1.4392 -1.9681
H -4.0593 -3.2118 -0.2667
H -4.2963 -1.9787 1.0040
```